(1)
A molecular structure, C4H10O2, computed with ωB97M-V/def2-TZVPD.

Each line ends with the Mulliken charge.
CARTESIAN COORDINATES (ANGSTROEM)
C  1.5885  1.2284  -0.0126  -0.704
O  0.7299  0.2738  0.5896  -0.414
C  0.1127  -0.5651  -0.3197  0.160
C  -0.2741  -1.8856  0.2977  -1.357
C  -1.7889  0.5573  -0.4592  -0.566
O  -1.3715  1.7553  -0.0024  -0.366
H  2.4269  0.7285  -0.5181  0.313
H  1.0453  1.8527  -0.7301  0.338
H  1.9742  1.8566  0.7930  0.262
H  0.7298  -0.7002  -1.2224  0.412
H  0.6008  -2.5356  0.4163  0.361
H  -1.0039  -2.4050  -0.3331  0.352
H  -0.7210  -1.7326  1.2845  0.360
H  -0.9023  -0.0215  -1.0689  0.297
H  -2.0997  -0.0951  0.3719  0.234
H  -1.0467  1.6882  0.9134  0.318

Atoms 1-6, force components in eV/Å:
0.18 0.22 -0.08
-0.03 -0.19 -0.04
0.05 -0.17 0.12
-0.06 0.01 0.01
0.01 -0.20 0.19
0.05 0.13 0.17

* Kohn-Sham gap: 8.6 eV
* E_HOMO: -0.2815 Eh
* largest force on an atom: 0.3 eV/Å
* energy relative to the best compared isomer or geometry (same formula, charge and spin): 112.1 kcal per mole
* electronic energy: -308.71949 a.u.
* net charge: 0


(2)
C4H10O2 in the gas phase, computed with ωB97M-V/def2-TZVPD.

Each line ends with the Mulliken charge.
CARTESIAN COORDINATES (ANGSTROEM)
C  0.7221  1.2412  -0.6055  -1.503
C  0.3130  -0.0284  0.1626  1.476
C  0.3314  -1.2892  -0.6862  -1.733
O  1.2574  -0.2925  1.1927  -0.593
C  -1.0540  0.0622  0.8862  -0.834
O  -2.1647  0.2090  0.0500  -0.513
H  0.0212  1.5727  -1.3759  0.323
H  1.6677  1.1679  -1.1659  0.382
H  0.8925  2.0985  0.0815  0.358
H  1.3476  -1.5534  -1.0485  0.377
H  -0.0755  -2.1406  -0.1142  0.361
H  -0.3017  -1.0761  -1.5360  0.441
H  1.3688  0.5507  1.6663  0.367
H  -1.0883  -0.8796  1.4902  0.372
H  -1.0252  0.9184  1.5492  0.383
H  -2.2121  -0.5608  -0.5466  0.335

Atoms 1-6, force components in eV/Å:
0.35 0.59 -0.14
0.26 -0.27 -0.07
0.24 0.01 -0.16
0.35 0.85 0.52
0.87 -0.77 -0.02
-0.37 -0.34 -0.68

* SMILES: CC(C)(O)CO
* Kohn-Sham gap: 10.7 eV
* E_HOMO: -0.3644 Eh
* largest force on an atom: 1.2 eV/Å
* energy relative to the best compared isomer or geometry (same formula, charge and spin): 16.9 kcal per mole
* electronic energy: -308.87128 a.u.
* net charge: 0


(3)
2 unconnected molecules or ions with the total composition C4H10O2S, computed with ωB97M-V/def2-TZVPD.

Each line ends with the Mulliken charge.
CARTESIAN COORDINATES (ANGSTROEM)
O  -1.8092  -0.6535  -1.6698  -0.313
C  -1.5586  0.5276  -1.6200  -0.607
C  -0.9449  1.2625  -0.4753  -0.168
C  -1.0842  0.6274  0.9334  -0.827
C  0.2024  0.1483  1.5329  -2.507
S  0.6515  -1.4861  0.8784  0.237
H  -1.7344  1.1215  -2.5434  0.257
H  -1.4089  2.2519  -0.4491  0.584
H  0.1072  1.3864  -0.7246  -0.052
H  -1.3936  1.4930  1.5310  0.471
H  -1.8509  -0.1401  0.9913  0.548
H  0.0693  0.0148  2.6042  0.812
H  1.0646  0.8188  1.5578  0.764
H  1.6149  -1.8054  1.7866  -0.142
H  3.6188  0.7420  -0.6285  0.513
H  1.9776  0.7093  -0.2970  0.257
O  2.7121  0.9068  -0.8802  -0.827

Atoms 1-6, force components in eV/Å:
-0.06 0.36 0.38
0.11 -0.77 -0.67
-0.63 -0.49 0.47
0.23 1.42 -0.47
0.55 -1.04 1.13
-0.10 0.11 -0.46

* Kohn-Sham gap (alpha / beta): 2.6 / 8.5 eV
* E_HOMO (alpha / beta): 0.0297 / -0.1914 Eh
* largest force on an atom: 2.3 eV/Å
* energy relative to the best compared isomer or geometry (same formula, charge and spin): 11.3 kcal per mole
* electronic energy: -707.00603 a.u.
* net charge: -1
* 2S+1: 2


(4)
2 unconnected molecules or ions with the total composition C4H10O2S, computed with ωB97M-V/def2-TZVPD.

Each line ends with the Mulliken charge.
CARTESIAN COORDINATES (ANGSTROEM)
O  2.5019  0.3549  -3.2374  -0.477
C  1.5571  0.2938  -2.4977  -0.075
C  1.8148  0.0446  -1.0165  -0.390
C  0.5110  -0.3153  -0.2873  -0.672
C  -0.1233  -1.6133  -0.8339  -0.631
S  -1.7849  -2.1390  -0.2826  -0.202
H  0.5075  0.5167  -2.7830  0.374
H  2.2073  0.9988  -0.6383  0.295
H  2.5475  -0.7304  -0.8364  0.279
H  0.7335  -0.4127  0.7803  0.402
H  -0.2393  0.4981  -0.3322  0.332
H  0.5599  -2.3347  -0.3868  0.327
H  -0.0322  -1.5342  -1.9113  0.330
H  -1.5558  -2.0693  1.0100  0.108
O  -2.7736  2.6319  4.7015  -0.627
H  -3.6021  3.0969  4.8176  0.314
H  -2.8296  2.7133  3.7340  0.312

Atoms 1-6, force components in eV/Å:
-0.58 0.01 -0.79
1.40 0.07 1.03
-1.65 0.19 0.08
-1.09 0.80 0.56
1.32 0.39 1.49
-0.02 0.52 -1.14

* SMILES: O=CCCCS.O
* Kohn-Sham gap: 9.9 eV
* E_HOMO: -0.3421 Eh
* largest force on an atom: 2.0 eV/Å
* energy relative to the best compared isomer or geometry (same formula, charge and spin): 37.1 kcal per mole
* electronic energy: -707.03420 a.u.
* net charge: 0


(5)
2 unconnected molecules or ions with the total composition C4H10O2S, computed with ωB97M-V/def2-TZVPD.

Each line ends with the Mulliken charge.
CARTESIAN COORDINATES (ANGSTROEM)
O  -3.9221  -1.8605  1.3207  -0.463
C  -3.0813  -0.9624  1.3670  0.020
C  -1.6057  -0.9407  0.7963  -0.494
C  -0.9419  0.5503  0.5994  -0.452
C  0.6009  0.5982  0.8449  -0.689
S  1.2462  2.3561  1.2713  -0.202
H  -3.2631  -0.1308  2.0797  0.291
H  -1.7480  -1.3103  -0.3290  0.207
H  -0.9307  -1.6307  1.2786  0.437
H  -1.2712  1.0619  -0.4274  0.283
H  -1.2788  1.1633  1.4465  0.314
H  1.3191  0.3155  -0.0220  0.338
H  0.7940  0.1989  1.8702  0.311
H  0.5741  2.9566  0.3428  0.100
O  4.7482  -0.8364  -4.4936  -0.657
H  5.0336  -0.8854  -3.5380  0.327
H  3.7264  -0.6436  -4.4073  0.330

Atoms 1-6, force components in eV/Å:
2.20 1.80 -0.74
0.17 -1.42 1.46
-1.27 1.19 -4.30
-0.39 -0.32 -0.25
0.91 1.11 -0.41
-0.13 -1.44 0.48

* SMILES: O=CCCCS.O
* Kohn-Sham gap: 9.8 eV
* E_HOMO: -0.3469 Eh
* largest force on an atom: 4.6 eV/Å
* energy relative to the best compared isomer or geometry (same formula, charge and spin): 62.0 kcal per mole
* electronic energy: -706.99454 a.u.
* net charge: 0


(6)
C4H10O2S in the gas phase, computed with ωB97M-V/def2-TZVPD.

Each line ends with the Mulliken charge.
CARTESIAN COORDINATES (ANGSTROEM)
C  0.5850  -1.9237  0.5497  -1.453
C  0.9994  0.6513  0.7200  -1.332
C  -1.8453  1.4259  -0.3965  -1.025
C  0.2060  -0.4896  0.0965  0.955
O  -2.2249  -1.2574  -0.6178  -0.616
O  0.4882  -0.2228  -1.2606  -0.547
S  -1.6793  -0.2828  0.3367  0.466
H  0.7104  -1.6923  1.6255  0.374
H  1.6098  -2.1674  0.2562  0.354
H  -0.1994  -2.6491  0.3419  0.412
H  1.5800  1.0298  -0.0488  0.340
H  1.7113  0.2568  1.4640  0.377
H  0.3053  1.3024  1.2557  0.314
H  -2.8624  1.4342  -0.8506  0.380
H  -1.1544  1.4256  -1.1468  0.326
H  -1.9600  2.2645  0.2139  0.379
H  0.2652  -0.8652  -1.8922  0.297

Atoms 1-6, force components in eV/Å:
0.02 2.14 1.32
-0.91 -1.83 2.88
-3.04 -2.34 0.10
0.17 -0.03 -1.44
-0.50 -0.37 -0.91
0.46 1.21 0.27

* Kohn-Sham gap: 9.5 eV
* E_HOMO: -0.3221 Eh
* largest force on an atom: 3.8 eV/Å
* energy relative to the best compared isomer or geometry (same formula, charge and spin): 55.5 kcal per mole
* electronic energy: -707.00493 a.u.
* net charge: 0


(7)
2 unconnected molecules or ions with the total composition C4H10O2S2, computed with ωB97M-V/def2-TZVPD.

Each line ends with the Mulliken charge.
CARTESIAN COORDINATES (ANGSTROEM)
C  -0.5491  0.9993  0.9647  -0.738
S  1.1111  0.4453  1.4385  -0.083
S  1.2227  -1.5536  1.1234  -0.069
C  1.5996  -1.9940  -0.6160  -0.826
C  0.4758  -1.9352  -1.6391  -0.178
C  0.0551  -0.5016  -1.8780  -0.256
O  -0.8967  -0.0704  -2.4727  -0.497
H  -1.3739  0.4674  1.4381  0.311
H  -0.5856  1.0402  -0.1090  0.205
H  -0.7294  1.9600  1.4601  0.334
H  2.4587  -1.4177  -0.9531  0.418
H  1.9281  -3.0210  -0.4810  0.334
H  -0.3364  -2.5841  -1.3357  0.296
H  0.8555  -2.1018  -2.6554  0.272
H  0.8896  0.2306  -1.7599  0.478
O  -4.3474  4.4265  0.0417  -0.645
H  -3.9617  4.1703  -0.8048  0.324
H  -5.1966  4.0066  0.1925  0.320

Atoms 1-6, force components in eV/Å:
-0.23 0.13 0.99
0.07 0.28 -0.10
-0.49 -0.53 -0.02
0.29 0.29 0.05
-0.23 1.15 0.63
0.90 0.91 -1.18

* SMILES: CSSCCC=O.O
* Kohn-Sham gap: 9.7 eV
* E_HOMO: -0.3312 Eh
* largest force on an atom: 1.7 eV/Å
* energy relative to the best compared isomer or geometry (same formula, charge and spin): 32.6 kcal per mole
* electronic energy: -1105.22899 a.u.
* net charge: 0


(8)
2 unconnected molecules or ions with the total composition C4H10O2S2, computed with ωB97M-V/def2-TZVPD.

Each line ends with the Mulliken charge.
CARTESIAN COORDINATES (ANGSTROEM)
C  -0.4960  1.1600  -1.5783  -0.728
C  -1.3036  2.4300  -1.5674  0.491
O  -2.1725  2.7226  -0.7982  -0.534
O  -0.9039  3.2517  -2.5718  -0.440
H  -0.4909  0.7520  -2.5874  0.339
H  -0.8656  0.4585  -0.8403  0.214
H  0.5469  1.3964  -1.3562  0.305
H  -1.4805  4.0299  -2.5188  0.337
C  1.5419  -1.4498  0.0908  -1.177
C  0.4402  -1.4909  1.1631  -0.388
S  1.2304  -1.9315  2.7503  -0.083
S  -0.3757  -2.6601  3.8235  -0.227
H  1.9197  -2.4592  -0.0665  0.393
H  2.3854  -0.8282  0.3875  0.349
H  1.1241  -1.0898  -0.8458  0.265
H  -0.2711  -2.2713  0.9166  0.375
H  -0.0403  -0.5229  1.2741  0.357
H  -0.7887  -1.4975  4.3248  0.154

Atoms 1-6, force components in eV/Å:
0.19 0.28 -0.05
0.50 -0.19 -0.27
-0.19 0.04 0.12
-0.29 0.01 0.19
-0.14 -0.17 0.05
-0.14 -0.05 -0.07

* SMILES: CC(=O)O.CCSS
* Kohn-Sham gap: 9.8 eV
* E_HOMO: -0.3379 Eh
* largest force on an atom: 0.9 eV/Å
* energy relative to the best compared isomer or geometry (same formula, charge and spin): 1.3 kcal per mole
* electronic energy: -1105.27897 a.u.
* net charge: 0


Which formula does entry 1 have? C4H10O2


What is the formula in the first record? C4H10O2


Among the records above, which one has the highest electronic energy? number 1